[1]
{"formula": "C3H3NS3", "method": "ωB97M-V/def2-TZVPD", "relative_energy_kj_mol": 187.2, "homo_energy_ev": -8.680, "orbital_gap_ev": 7.537, "symbols": ["N", "S", "C", "C", "S", "H", "S", "H", "C", "H"], "coordinates": [[-0.041, -0.021, 0.075], [-1.300, 2.366, -0.177], [-0.119, 1.359, 0.276], [1.232, -0.517, -0.034], [-2.721, -0.659, -0.013], [0.813, 1.678, 0.719], [2.680, 0.257, -0.117], [1.261, -1.674, 0.024], [-1.118, -0.888, -0.185], [-0.689, -1.902, -0.568]]}

[2]
{"formula": "C20H25N5O2", "method": "ωB97M-V/def2-TZVPD", "relative_energy_kj_mol": 1980.6, "homo_energy_ev": -7.836, "orbital_gap_ev": 7.611, "symbols": ["C", "C", "C", "C", "H", "N", "H", "O", "H", "C", "C", "C", "H", "H", "H", "H", "H", "C", "H", "H", "H", "C", "N", "N", "O", "H", "N", "C", "C", "C", "C", "H", "H", "H", "C", "H", "C", "C", "C", "H", "H", "H", "H", "C", "H", "H", "H", "C", "C", "N", "H", "H"], "coordinates": [[-2.451, -1.516, 4.056], [-1.502, 1.459, -1.878], [-2.685, 2.482, -1.788], [3.330, -1.259, -1.925], [-3.136, -2.150, 3.948], [-0.141, 0.673, -3.934], [-3.419, -0.240, 5.409], [0.817, -3.475, 0.065], [3.601, 0.998, -3.258], [1.382, 1.309, -3.491], [0.504, -0.651, 2.141], [-1.789, 0.677, 4.798], [1.307, 1.940, -2.396], [-3.139, 2.411, 5.591], [0.486, -1.404, -4.447], [1.717, 2.123, -4.248], [-1.954, 1.343, 6.934], [-2.047, 1.558, 5.828], [0.527, -0.448, -1.504], [0.204, 1.713, 4.074], [-1.566, 0.531, -1.743], [-1.309, -1.266, 3.080], [2.223, -0.804, -2.564], [2.214, -1.797, 0.191], [4.427, -0.829, -2.137], [-1.095, -1.008, -3.222], [-1.001, -2.117, 2.165], [-0.442, 0.840, 3.999], [0.044, -0.634, -3.572], [-0.313, -0.302, 3.199], [0.328, -1.675, 1.574], [-2.990, 2.403, -0.777], [2.823, -3.194, -0.986], [2.778, -0.002, -4.574], [3.262, -2.268, -0.703], [-2.071, 1.126, -4.002], [1.838, 0.037, 1.780], [0.964, -2.495, 0.523], [-2.522, -0.284, 4.824], [-1.290, -3.245, 1.961], [-2.529, 3.357, -2.191], [4.027, -2.301, -0.302], [2.015, 1.078, 2.032], [0.935, -0.849, -2.349], [-1.296, 2.610, 5.845], [-0.661, 1.814, -1.443], [-1.029, 2.557, -3.870], [2.369, 0.184, -3.555], [-1.161, 1.444, -3.498], [2.299, -0.456, 0.748], [0.747, -2.016, -2.136], [-3.631, 2.018, -2.273]]}

[3]
{"formula": "C122H72O22", "method": "ωB97M-V/def2-TZVPD", "relative_energy_kj_mol": 591.5, "homo_energy_ev": -9.458, "orbital_gap_ev": 7.386, "symbols": ["C", "H", "C", "C", "C", "C", "C", "H", "O", "O", "O", "C", "C", "C", "C", "H", "C", "O", "C", "C", "H", "C", "C", "C", "C", "H", "H", "C", "C", "H", "O", "H", "C", "H", "C", "C", "C", "C", "C", "H", "H", "H", "H", "H", "C", "C", "C", "C", "C", "C", "H", "H", "O", "H", "H", "H", "C", "C", "H", "C", "H", "C", "H", "C", "H", "O", "C", "C", "C", "H", "H", "O", "H", "C", "C", "C", "C", "C", "H", "H", "C", "H", "C", "C", "H", "C", "H", "H", "H", "C", "H", "C", "C", "H", "C", "H", "O", "C", "H", "H", "C", "C", "C", "O", "H", "C", "C", "H", "C", "C", "C", "C", "C", "C", "C", "O", "O", "C", "C", "H", "H", "C", "C", "O", "C", "C", "H", "C", "O", "H", "C", "O", "C", "C", "C", "O", "C", "C", "C", "C", "H", "H", "H", "H", "C", "C", "H", "C", "C", "H", "O", "C", "H", "H", "C", "C", "O", "C", "C", "C", "H", "H", "H", "C", "H", "H", "C", "H", "H", "C", "C", "C", "C", "H", "C", "C", "C", "H", "C", "H", "O", "C", "C", "C", "H", "C", "H", "C", "C", "H", "H", "C", "H", "C", "C", "H", "H", "C", "C", "O", "C", "H", "C", "C", "O", "C", "C", "H", "H", "O", "C", "C", "C", "C", "C", "C"], "coordinates": [[1.720, -5.658, 3.196], [-7.523, -4.802, -6.847], [0.791, -6.697, 3.082], [-1.953, 10.903, 3.499], [-3.056, -7.214, 2.921], [-10.138, -3.612, -0.128], [5.804, -0.518, 4.197], [-3.579, 1.688, 5.133], [-2.804, -3.529, -5.902], [-4.333, 7.540, 3.634], [5.632, 6.993, 0.970], [-11.056, -5.346, 1.788], [11.379, -4.683, -1.291], [-2.491, -3.953, -3.585], [-2.699, 1.330, 4.618], [0.746, 5.375, -3.806], [-2.063, 6.231, 1.145], [4.089, 2.393, 3.178], [5.131, -0.638, 3.007], [4.724, 2.982, -1.861], [-0.937, -0.856, -6.633], [5.294, 5.865, 1.334], [4.006, 5.266, 1.026], [5.099, -3.043, 3.561], [-3.985, 4.240, 0.934], [3.962, 2.319, -1.478], [-3.324, -1.283, -5.505], [-3.216, 6.305, 1.966], [-0.293, 9.635, 2.168], [-2.451, 3.033, 3.382], [-5.207, -4.428, -1.144], [6.101, -3.702, 5.291], [-9.802, -2.614, -1.261], [1.267, -1.714, 0.622], [-0.315, 5.395, -3.605], [8.560, -0.775, -2.293], [-0.875, 1.000, -5.764], [-0.399, -4.205, -2.430], [-0.730, 10.797, 2.773], [-9.358, -4.710, 2.912], [-11.333, -5.965, 2.628], [12.422, -6.457, -0.690], [1.637, 1.776, -2.041], [-4.992, 5.243, 2.569], [-7.477, -4.819, -4.721], [-1.172, 4.360, -4.037], [6.277, -1.563, 5.162], [-2.987, 5.602, -2.981], [-0.582, -6.501, 2.884], [2.005, 5.198, -0.314], [-3.636, 9.884, 4.200], [-0.956, 4.994, -0.246], [2.950, 3.865, -3.008], [9.713, 4.562, 2.190], [-6.241, -8.555, 3.204], [-0.485, -1.326, 4.609], [-2.520, 4.452, -3.695], [9.420, -4.308, -0.046], [1.084, -7.717, 3.281], [-3.165, -4.085, -2.333], [-0.672, 1.918, -2.159], [-1.042, -0.424, 4.402], [-2.879, -4.572, -0.259], [8.108, -3.532, 0.292], [2.059, -3.642, 3.069], [-2.847, -0.807, 5.921], [-5.366, -4.690, -3.516], [1.056, 1.127, -1.403], [-0.715, 6.511, -2.891], [-8.542, -4.889, -4.557], [6.190, 0.419, 4.572], [-4.586, 3.179, -3.542], [7.102, 0.706, -2.875], [-5.972, -0.723, -1.124], [-1.569, -0.139, -6.130], [2.454, 3.361, 1.150], [4.142, 3.927, -2.769], [-2.742, 1.970, -4.688], [6.812, 1.688, 2.970], [-2.602, 3.347, -0.517], [3.630, 3.996, 1.530], [-0.362, -4.163, -0.262], [-5.681, -6.569, 3.285], [7.725, 5.178, 1.742], [0.171, 1.097, -6.015], [-3.482, 0.772, -4.923], [2.722, -5.860, 3.545], [10.805, -7.160, 0.980], [-2.117, 11.758, 4.139], [7.389, -0.021, -2.129], [0.544, 0.178, 3.036], [5.924, 3.615, 2.393], [-8.061, -1.035, -2.219], [-0.106, 7.272, -2.426], [7.021, 2.720, 2.727], [9.160, -0.504, -3.150], [6.725, -1.268, 6.247], [-11.814, -5.159, 0.681], [0.675, 3.532, -0.068], [7.093, 5.657, -3.333], [6.313, 4.859, 1.834], [-2.740, 9.776, 3.608], [-7.919, -3.171, 1.024], [-7.136, -3.499, 1.922], [4.964, 0.176, 2.316], [-8.445, -1.933, -1.175], [-2.108, 6.664, -2.701], [-6.705, -6.224, 3.267], [10.352, -3.850, -0.986], [8.378, 3.096, 2.689], [6.706, -1.546, -0.482], [8.654, 4.349, 2.206], [-1.354, 0.304, -0.793], [11.464, -5.960, -0.704], [-1.423, 2.106, -5.089], [11.219, -1.918, -2.207], [2.876, 0.230, -0.069], [6.493, 4.862, -2.916], [10.621, -6.376, 0.261], [3.349, 6.859, -0.140], [4.898, -4.044, 3.208], [-9.830, -4.664, 1.942], [5.184, 4.949, -3.227], [3.871, -2.078, 1.680], [6.464, -0.514, -1.302], [7.065, 3.785, -2.006], [-5.204, -4.531, 3.072], [-3.431, 3.205, -4.042], [-2.564, 0.629, -0.706], [-2.428, 7.575, -2.218], [-6.874, -4.688, -5.992], [8.235, 3.706, -1.532], [4.462, 3.368, 2.560], [-6.664, -5.007, -3.479], [-3.438, -5.877, 2.804], [-10.581, -2.376, -2.178], [-1.141, -4.141, -3.573], [5.764, -2.858, 4.709], [-2.804, 4.172, 0.149], [-1.926, 5.199, 0.182], [5.517, 0.001, -1.235], [0.113, 11.452, 2.938], [-8.709, -1.036, -3.083], [-3.784, -9.254, 2.999], [-6.306, -1.591, -0.079], [1.709, 0.233, -0.366], [-4.424, 0.423, -4.526], [-0.415, 0.375, 3.492], [-0.517, 3.301, -4.784], [-6.415, 0.368, -2.791], [-0.367, 2.185, 2.065], [-1.214, 8.583, 2.103], [-11.972, -4.131, -1.161], [0.703, 9.585, 1.753], [-2.895, -0.298, -5.611], [-2.425, 8.615, 2.830], [7.293, -3.821, 1.162], [10.198, -2.418, -1.606], [-0.875, 1.627, 3.016], [-0.514, -0.701, 0.026], [-7.140, -5.109, -2.515], [-0.404, -3.092, 2.732], [6.328, 2.220, -0.760], [-4.769, -5.517, 3.139], [5.958, -2.024, 0.132], [7.993, 6.131, 1.310], [0.817, -0.808, 0.243], [12.147, -4.421, -2.004], [-4.531, 3.310, 0.881], [-9.286, -3.872, 0.991], [1.656, 3.917, 0.168], [-4.050, -8.209, 3.040], [9.505, -5.630, 0.415], [9.216, 2.457, 2.926], [-4.752, -4.354, -4.755], [-0.324, 1.129, -1.509], [-3.340, 7.413, 2.896], [-0.611, -4.115, -4.514], [-4.646, -4.317, -2.197], [8.785, -5.884, 1.180], [0.072, 7.015, 0.689], [-6.832, -0.394, -2.148], [6.062, 2.899, -1.557], [-5.384, -7.900, 3.253], [-3.945, 5.632, -2.485], [-2.394, -4.180, -1.141], [-12.786, -5.626, 0.616], [-7.570, -2.228, -0.048], [-2.311, -0.073, 5.052], [-4.981, -0.299, -1.052], [5.007, 5.868, -3.765], [1.281, -4.379, 2.939], [-5.531, -1.912, 0.602], [-3.269, -3.927, -4.847], [-2.471, -4.777, 2.433], [-5.074, -4.238, -6.950], [0.634, -4.086, -2.722], [-11.304, -4.361, -0.344], [4.539, -1.933, 2.689], [0.643, 3.392, -5.112], [-5.508, -4.466, -5.988], [-1.128, -1.528, 0.352], [-0.967, 7.276, 1.303], [-1.584, -7.566, 2.810], [-1.217, -8.705, 2.491], [7.924, -2.262, -0.565], [-0.972, -4.106, -1.151], [2.078, 2.507, 1.693], [1.295, 5.713, -0.944], [-2.814, -3.652, 2.049], [-4.182, 5.313, 1.858], [-0.101, -4.128, 2.782], [-2.076, 2.082, 3.730], [8.950, -1.753, -1.399], [-1.053, -5.139, 2.689], [3.079, 5.866, 0.187]]}

[4]
{"formula": "C4H3N5O2", "method": "ωB97M-V/def2-TZVPD", "relative_energy_kj_mol": 861.8, "homo_energy_ev": [-8.740, -9.199], "orbital_gap_ev": [7.009, 8.512], "symbols": ["H", "C", "N", "C", "O", "O", "C", "H", "C", "N", "N", "H", "N", "N"], "coordinates": [[1.290, -2.378, 1.419], [0.642, -0.757, -0.500], [0.798, -0.289, 1.697], [-0.808, 0.349, 0.495], [-0.409, 2.716, -1.303], [-1.978, 1.547, -2.320], [0.768, -1.539, 0.885], [1.106, 1.525, 0.528], [0.681, 0.550, 0.495], [-0.934, 2.090, -2.171], [-0.812, -0.846, -0.357], [1.033, -0.975, -1.514], [-0.660, -1.612, 0.920], [-0.717, -0.383, 1.726]]}

[5]
{"formula": "C21H46NOP3SeW", "method": "ωB97M-V/def2-TZVPD", "s2": 2.12, "total_charge": 4, "relative_energy_kj_mol": 0.0, "homo_energy_ev": [-19.119, -19.190], "orbital_gap_ev": [4.854, 3.888], "multiplicity": 3, "symbols": ["H", "H", "C", "H", "C", "H", "Se", "H", "C", "H", "H", "H", "H", "H", "C", "C", "P", "H", "C", "C", "H", "H", "C", "C", "H", "N", "H", "H", "O", "H", "H", "H", "H", "H", "H", "C", "C", "H", "W", "H", "C", "H", "P", "H", "C", "C", "H", "H", "C", "H", "C", "C", "C", "C", "H", "H", "H", "H", "H", "H", "H", "C", "H", "H", "H", "H", "H", "P", "H", "C", "H", "H", "H", "H"], "coordinates": [[-4.490, -2.305, -0.182], [-2.810, -2.516, 2.846], [2.328, -2.584, -1.858], [-0.603, 2.713, -2.632], [-3.018, -2.179, -3.672], [-3.098, 0.661, -2.585], [-0.204, -0.167, -3.157], [2.792, 2.765, -6.294], [-1.078, 3.389, 1.225], [-0.621, 0.852, 2.497], [-1.498, -0.226, 3.638], [4.652, 2.166, 5.141], [-0.121, -1.167, 0.531], [-4.654, -0.197, -2.537], [1.741, -2.652, 0.854], [1.512, 3.955, -5.009], [0.888, -2.596, -0.757], [3.495, 4.009, 3.020], [-4.131, -2.726, -1.131], [0.147, 2.739, -3.420], [2.991, 2.100, 5.771], [3.587, 2.753, 1.723], [3.616, 2.500, 4.964], [0.189, 3.236, 0.821], [-0.540, -4.337, -1.702], [3.122, 2.088, 3.668], [3.052, -1.856, -1.485], [-2.540, -1.443, -4.328], [2.401, 0.497, 2.223], [-0.207, -4.605, 0.035], [4.143, -0.200, 4.736], [1.089, -4.904, -1.184], [2.029, 3.310, 2.354], [-1.336, 3.407, 2.288], [-3.729, -3.733, -0.957], [-3.374, 0.054, 1.483], [3.065, 3.081, 2.634], [-1.277, -3.128, 2.170], [-0.797, -1.069, -1.026], [0.173, 4.892, -3.587], [0.666, 1.545, -3.898], [-2.767, -3.192, 1.198], [-1.833, -0.895, 1.308], [-3.172, 1.102, 1.236], [2.047, 2.749, -5.491], [1.618, 1.527, -4.928], [2.029, 0.569, -5.295], [-4.176, -0.327, 0.842], [-2.208, -2.596, 1.930], [-3.922, 0.387, -1.032], [-0.887, -0.193, 2.716], [2.836, 0.793, 3.345], [3.086, -0.225, 4.426], [0.575, 3.947, -3.966], [-4.085, -2.254, -3.923], [2.063, -2.332, -2.887], [2.005, -1.641, 1.207], [1.097, -3.135, 1.604], [2.847, -1.221, 4.041], [2.658, -3.239, 0.695], [2.750, -3.593, -1.800], [-3.697, -0.057, -2.008], [0.044, -0.751, 2.880], [2.454, -0.015, 5.305], [-2.556, -3.157, -3.833], [1.828, 4.893, -5.451], [-1.880, 3.764, 0.588], [-2.869, -1.696, -1.919], [0.802, 2.463, 1.298], [0.225, -4.280, -0.918], [3.588, 3.592, 4.998], [0.645, 3.697, -0.089], [-4.987, -2.810, -1.823], [-3.714, 0.004, 2.526]]}